1.
The following is a quantum chemistry calculation of C33H33MgN3O5P2S2 as an isolated structure at a distorted geometry, from the OMol25 dataset.

Structure (XYZ):
```
79
Properties=species:S:1:pos:R:3:forces:R:3
Mg -0.839 0.416 1.555 0.2 -1.0 0.7
S 2.309 0.928 2.165 -0.1 0.1 0.3
P 1.963 -0.187 0.535 -2.3 0.7 0.2
C 0.389 -0.106 -0.189 1.4 0.7 -0.8
P 0.210 1.004 -1.496 0.4 -0.5 1.5
S 0.401 3.002 -1.352 0.0 0.3 -0.1
C -1.410 0.629 -2.215 -0.2 -0.2 -0.1
C -1.980 1.534 -3.097 -1.0 -0.3 -0.5
C -3.240 1.225 -3.661 0.5 0.2 0.1
C -3.897 0.033 -3.364 0.4 0.1 0.5
C -3.293 -0.859 -2.469 -0.1 -0.3 -0.1
C -2.049 -0.581 -1.912 -0.2 0.1 -0.2
C 1.236 0.573 -2.925 0.4 -0.4 -0.5
C 1.066 -0.711 -3.471 0.4 0.4 -0.4
C 1.815 -1.075 -4.587 0.0 -0.3 -0.2
C 2.753 -0.202 -5.155 -0.4 0.4 0.6
C 2.928 1.063 -4.580 0.0 0.0 0.1
C 2.174 1.460 -3.461 0.1 -0.6 -0.6
C 3.332 0.072 -0.572 0.9 -0.1 -0.4
C 4.015 1.288 -0.571 0.3 0.1 -0.2
C 5.100 1.464 -1.436 -0.1 0.2 -0.1
C 5.500 0.449 -2.314 -0.7 -0.1 0.5
C 4.793 -0.762 -2.302 0.0 0.1 0.0
C 3.726 -0.964 -1.424 0.4 0.4 -0.4
C 2.184 -1.888 1.068 -0.1 -0.8 -0.2
C 3.376 -2.213 1.708 -0.2 -0.8 0.3
C 3.565 -3.525 2.166 0.0 0.1 -0.2
C 2.583 -4.509 1.959 0.1 0.5 -0.2
C 1.402 -4.166 1.288 0.1 0.0 0.0
C 1.199 -2.862 0.829 0.5 0.0 0.4
H -1.446 2.460 -3.355 -0.4 -0.4 0.3
H -3.700 1.939 -4.337 0.0 0.0 0.0
H -4.876 -0.190 -3.783 0.2 0.1 0.0
H -3.797 -1.791 -2.195 0.1 0.3 -0.1
H -1.568 -1.293 -1.230 -0.2 0.5 -0.2
H 0.350 -1.412 -3.024 0.3 0.3 -0.2
H 1.656 -2.063 -5.036 0.1 0.3 0.2
H 3.330 -0.505 -6.027 -0.1 0.1 0.1
H 3.676 1.752 -4.988 -0.3 -0.3 0.1
H 2.301 2.443 -2.998 -0.1 -0.4 -0.2
H 3.704 2.087 0.125 0.2 -0.6 -0.5
H 5.602 2.436 -1.438 0.0 -0.3 0.0
H 6.322 0.613 -3.005 -0.1 -0.1 0.1
H 5.047 -1.547 -3.010 0.1 0.1 0.1
H 3.184 -1.916 -1.413 0.2 0.4 0.0
H 4.111 -1.413 1.859 -0.2 -0.5 0.1
H 4.493 -3.788 2.674 -0.2 0.0 -0.1
H 2.756 -5.530 2.313 -0.1 0.3 -0.1
H 0.629 -4.915 1.110 0.2 0.1 0.1
H 0.278 -2.565 0.322 0.4 0.0 0.1
C -4.798 1.828 0.182 1.3 0.8 0.4
O -3.760 2.827 0.634 -0.9 -1.3 -0.5
C -2.566 2.251 0.767 0.9 0.6 0.5
O -2.337 1.069 0.443 -0.7 2.2 0.4
N -1.632 3.133 1.283 -0.1 -1.2 -0.4
N -0.375 2.562 1.657 -0.3 0.8 -0.4
H -5.714 2.408 0.205 -0.1 -0.1 0.0
H -4.785 0.982 0.891 -0.1 0.4 -0.4
H -4.531 1.538 -0.841 -0.2 -0.1 0.3
H -1.861 4.080 1.575 -0.2 -0.7 -0.2
H -0.103 2.852 2.614 -0.5 -0.3 -0.5
H 0.311 2.859 0.949 -0.1 -0.2 0.2
O -4.026 0.118 2.884 0.3 0.6 1.3
C -3.217 0.574 3.708 1.1 -0.5 -0.8
C -3.220 0.267 5.229 -0.3 0.6 0.0
C -2.044 1.106 5.773 0.1 0.1 -0.2
C -1.531 1.854 4.510 0.2 -0.9 -1.3
O -0.676 2.752 4.507 -0.7 -0.6 0.5
N -2.104 1.326 3.345 -0.9 0.1 2.2
H -3.092 -0.806 5.393 0.1 0.1 -0.3
H -4.207 0.538 5.650 0.4 0.0 -0.1
H -1.235 0.479 6.217 -0.4 0.4 -0.6
H -2.304 1.857 6.531 -0.1 -0.2 -0.1
C -2.522 -2.458 1.761 -0.6 -1.7 0.3
C -1.570 -1.591 2.491 1.5 3.7 -1.9
O -1.193 -1.681 3.648 -0.7 -1.7 1.1
H -2.650 -3.381 2.357 -0.4 -0.3 -0.2
H -2.118 -2.719 0.762 -0.1 0.2 0.5
H -3.498 -1.955 1.594 0.7 -0.1 0.3
```
Forces are in eV/Å.

Its spin multiplicity is 1. The net charge is -2. The HOMO-LUMO gap comes out at 4.77 eV.

Listed below, in e, are the Löwdin charges computed for each atom:
1 Mg 0.456
2 S 0.248
3 P 0.342
4 C -0.548
5 P 0.397
6 S 0.255
7 C -0.358
8 C -0.098
9 C -0.108
10 C -0.127
11 C -0.096
12 C -0.099
13 C -0.346
14 C -0.086
15 C -0.111
16 C -0.123
17 C -0.105
18 C -0.121
19 C -0.369
20 C -0.114
21 C -0.103
22 C -0.114
23 C -0.102
24 C -0.083
25 C -0.362
26 C -0.111
27 C -0.101
28 C -0.115
29 C -0.094
30 C -0.077
31 H 0.074
32 H 0.083
33 H 0.085
34 H 0.097
35 H 0.087
36 H 0.107
37 H 0.091
38 H 0.084
39 H 0.094
40 H 0.043
41 H 0.073
42 H 0.093
43 H 0.086
44 H 0.092
45 H 0.116
46 H 0.094
47 H 0.085
48 H 0.086
49 H 0.093
50 H 0.074
51 C 0.021
52 O -0.019
53 C -0.544
54 O -0.032
55 N 0.030
56 N -0.042
57 H 0.077
58 H 0.079
59 H 0.077
60 H 0.153
61 H 0.062
62 H -0.042
63 O -0.013
64 C -0.480
65 C -0.104
66 C -0.098
67 C -0.452
68 O -0.029
69 N 0.085
70 H 0.100
71 H 0.102
72 H 0.120
73 H 0.095
74 C -0.134
75 C -0.458
76 O -0.087
77 H 0.053
78 H 0.050
79 H 0.067



2.
The following is a quantum chemistry calculation of a 3-piece molecular cluster, C19H17BNO12 overall at a distorted geometry, from the OMol25 dataset.

Structure (XYZ):
```
50
Properties=species:S:1:pos:R:3:forces:R:3
O 1.119 -0.718 -0.458 -1.1 0.2 0.4
C 0.448 0.220 -0.780 1.2 -0.3 -0.3
O 1.040 1.196 -1.593 -1.9 0.0 1.4
C -1.058 0.288 -0.329 -3.5 0.5 0.3
C -2.035 -0.757 -0.728 0.2 2.5 1.5
C -3.439 -0.623 -0.307 2.1 -0.5 -0.9
N -3.850 0.438 0.463 0.9 0.0 -0.3
C -3.021 1.454 0.897 2.3 -1.0 -1.2
C -1.622 1.406 0.513 0.7 -0.6 -0.4
C -0.661 2.583 0.958 -0.6 -0.7 -0.2
B -0.923 3.761 -0.147 -0.1 0.9 -0.1
O -0.024 4.012 -1.194 -1.3 -1.0 0.6
O -2.128 4.515 -0.058 0.6 -1.7 -0.3
H 1.749 1.638 -1.075 -0.1 -0.2 -0.5
H -1.664 -1.597 -1.355 -0.7 0.6 0.6
H -4.151 -1.430 -0.670 0.6 1.3 1.0
H -4.840 0.520 0.727 0.5 -0.3 -0.2
H -3.398 2.310 1.513 0.1 -1.1 -0.7
H -0.945 2.909 1.996 0.2 -0.2 -1.0
H 0.406 2.230 0.970 -1.1 0.3 0.0
H -0.278 3.391 -1.909 0.7 0.5 0.1
H -2.794 4.073 -0.622 0.2 0.8 0.3
C -4.324 -7.102 0.533 0.2 -0.1 0.1
C -4.916 -5.972 0.133 -0.7 -0.5 -0.3
C -4.269 -4.640 0.331 0.6 0.2 0.3
O -4.838 -3.632 -0.067 -0.2 0.0 -0.2
C -2.976 -4.597 1.004 -0.5 0.2 -0.3
C -2.382 -5.727 1.409 0.9 0.6 0.4
C -3.016 -7.063 1.186 -0.6 -0.6 -0.2
O -2.435 -8.064 1.553 0.3 0.4 0.1
O -1.195 -5.710 2.031 -0.8 -0.5 -0.4
O -6.122 -5.985 -0.469 0.7 0.6 0.3
H -4.780 -8.072 0.393 0.0 0.0 0.0
H -2.527 -3.625 1.157 0.0 0.0 0.0
H -0.983 -6.647 2.218 0.1 0.1 0.0
H -6.331 -5.052 -0.661 -0.1 -0.1 0.0
C 5.102 2.681 0.218 0.1 -0.1 0.0
C 4.519 3.584 -0.573 -0.6 -0.4 0.4
C 5.322 4.535 -1.398 0.7 0.4 -0.3
O 4.746 5.329 -2.119 -0.4 -0.2 0.2
C 6.779 4.472 -1.297 -0.3 0.1 -0.1
C 7.365 3.570 -0.502 0.8 0.4 -0.3
C 6.562 2.600 0.302 -0.4 -0.3 0.3
O 7.132 1.784 0.999 0.2 0.2 -0.2
O 8.703 3.495 -0.392 -0.9 -0.4 0.3
O 3.172 3.682 -0.667 0.6 0.2 -0.3
H 4.531 1.986 0.819 0.0 0.0 0.0
H 7.348 5.177 -1.886 0.0 0.0 0.0
H 8.875 2.767 0.237 0.1 0.1 -0.1
H 3.007 4.408 -1.302 -0.1 0.0 0.0
```
Forces are in eV/Å.

Its spin multiplicity is 1. The net charge is +1. The HOMO-LUMO gap comes out at 6.40 eV.

Listed below, in e, are the Löwdin charges computed for each atom:
1 O 0.179
2 C -0.411
3 O 0.078
4 C 0.041
5 C 0.077
6 C 0.011
7 N 0.085
8 C 0.037
9 C -0.082
10 C -0.006
11 B -0.540
12 O 0.131
13 O 0.116
14 H 0.115
15 H 0.139
16 H 0.138
17 H 0.186
18 H 0.168
19 H 0.131
20 H 0.117
21 H 0.118
22 H 0.111
23 C 0.089
24 C -0.227
25 C -0.308
26 O 0.062
27 C 0.064
28 C -0.222
29 C -0.306
30 O 0.137
31 O 0.122
32 O 0.112
33 H 0.144
34 H 0.123
35 H 0.128
36 H 0.116
37 C 0.076
38 C -0.226
39 C -0.314
40 O 0.119
41 C 0.082
42 C -0.228
43 C -0.310
44 O 0.124
45 O 0.115
46 O 0.072
47 H 0.133
48 H 0.141
49 H 0.123
50 H 0.118



3.
The following is a quantum chemistry calculation of one molecule with the formula C6H12N2OS at a distorted geometry, from the OMol25 dataset.

Structure (XYZ):
```
22
Properties=species:S:1:pos:R:3:forces:R:3
H 0.218 -2.586 -1.340 2.1 -3.9 -0.4
N -0.299 -1.803 -1.360 -0.7 3.9 1.6
C -0.017 -1.193 -0.245 -2.2 -1.4 -1.5
C 0.842 -1.953 0.838 0.4 -2.6 -1.0
S 2.697 -1.719 0.710 -0.6 0.2 0.1
N -0.763 -0.025 -0.025 1.4 0.9 1.2
C 0.007 0.929 0.706 1.4 2.7 1.9
C -0.774 2.247 0.832 -1.4 2.4 2.1
O -1.276 2.875 -0.325 -2.3 -1.7 -0.7
C -2.257 1.885 -0.845 3.1 -2.6 2.9
C -1.344 0.694 -1.162 -0.6 -1.9 -3.5
H 0.828 -1.803 1.938 -1.1 0.3 -0.9
H 0.580 -3.168 0.620 0.8 3.5 0.8
H 2.993 -2.384 -0.404 -0.2 -0.1 -0.3
H 0.173 0.761 1.866 0.1 -0.5 -2.4
H 0.978 1.156 0.118 -1.0 -0.3 1.3
H -1.735 2.077 1.555 2.2 0.2 -1.3
H -0.210 3.153 1.227 0.0 -1.8 0.3
H -2.818 1.312 0.043 -0.2 2.4 -1.8
H -2.649 2.158 -1.799 -1.0 0.6 0.0
H -1.973 -0.113 -1.628 0.5 0.9 -0.1
H -0.630 1.084 -2.006 -0.5 -1.1 1.7
```
Forces are in eV/Å.

Its spin multiplicity is 1. Its structure (SMILES) is [H]/N=C(\CS)N1CCOCC1. The HOMO-LUMO gap comes out at 9.84 eV.

Listed below, in e, are the Löwdin charges computed for each atom:
1 H -0.025
2 N 0.148
3 C -0.419
4 C -0.455
5 S 0.657
6 N -0.108
7 C -0.203
8 C -0.260
9 O -0.167
10 C -0.146
11 C -0.209
12 H 0.043
13 H 0.143
14 H -0.170
15 H 0.161
16 H 0.151
17 H 0.156
18 H 0.141
19 H 0.162
20 H 0.112
21 H 0.122
22 H 0.164



4.
The following is a quantum chemistry calculation of C10H14BClCuN6O4 as an isolated structure at a distorted geometry, from the OMol25 dataset.

Structure (XYZ):
```
37
Properties=species:S:1:pos:R:3:forces:R:3
H -0.727 2.584 1.965 0.3 -0.2 -0.5
N -0.219 1.411 0.285 0.9 0.7 -0.4
B 0.666 0.569 -1.894 -1.5 1.3 1.2
N 0.502 1.697 -0.845 -0.4 -0.1 -0.2
C 0.889 2.992 -0.879 0.0 -0.3 0.8
Cu -0.940 -1.363 0.580 0.7 1.0 3.3
H 1.520 3.342 -1.696 -0.4 0.1 0.3
C 0.438 3.556 0.310 0.5 0.7 -0.6
H 0.553 4.592 0.600 0.0 -0.2 0.1
C -0.210 2.523 1.004 -0.5 0.2 -0.4
H 1.117 0.939 -2.936 0.1 -0.2 0.0
C -2.150 -1.799 1.993 -1.6 -0.5 0.5
H -2.560 -1.453 2.913 -0.1 1.0 0.3
H -1.417 -2.501 2.304 1.1 -1.1 -0.1
H -2.943 -2.108 1.343 -0.5 -0.6 -0.5
N -0.798 0.014 -2.028 -0.2 -1.5 0.2
N 1.548 -0.454 -1.172 -0.1 -1.9 -0.6
N -1.506 -0.534 -0.931 -1.8 1.6 -4.3
N 1.003 -1.123 -0.011 2.7 1.6 -1.6
C -1.581 0.014 -3.138 -0.2 -0.6 1.6
C 2.770 -0.913 -1.393 -1.4 2.0 -1.8
H -1.191 0.263 -4.127 -0.2 0.2 0.6
H 3.266 -0.653 -2.349 -0.2 -0.1 1.0
C -2.824 -0.467 -2.734 -1.0 0.1 -1.0
C 3.170 -1.626 -0.303 2.9 -1.5 1.4
C -2.766 -0.755 -1.375 1.6 -0.1 -0.1
C 2.180 -1.594 0.618 -2.0 -2.2 -0.6
H -3.695 -0.617 -3.361 0.2 0.2 0.1
H 4.140 -2.160 -0.229 -0.8 0.9 0.3
H -3.499 -1.167 -0.676 0.2 0.2 -0.5
H 2.131 -1.973 1.635 -0.1 0.0 -0.2
H 0.252 -1.623 -0.684 1.5 -0.3 1.6
O 1.169 -1.224 3.438 -0.6 -0.2 0.2
Cl 0.572 0.110 3.476 0.6 -0.8 -1.7
O 0.188 0.431 4.822 0.0 0.3 -0.8
O 1.591 0.993 2.914 -1.3 0.0 0.8
O -0.638 0.076 2.562 1.6 0.4 1.7
```
Forces are in eV/Å.

Its spin multiplicity is 2. The HOMO-LUMO gap (spin up / spin down) comes out at 7.12 / 6.95 eV.

Listed below, in e, are the Löwdin charges computed for each atom:
1 H 0.112
2 N 0.048
3 B -0.487
4 N -0.058
5 C -0.086
6 Cu 0.400
7 H 0.113
8 C -0.073
9 H 0.086
10 C -0.159
11 H 0.118
12 C -0.022
13 H 0.039
14 H 0.025
15 H 0.009
16 N 0.006
17 N 0.044
18 N -0.074
19 N 0.034
20 C -0.043
21 C -0.019
22 H 0.131
23 H 0.162
24 C -0.067
25 C -0.031
26 C -0.100
27 C 0.014
28 H 0.097
29 H 0.137
30 H 0.115
31 H 0.115
32 H 0.188
33 O -0.401
34 Cl 0.723
35 O -0.313
36 O -0.347
37 O -0.437



5.
The following is a quantum chemistry calculation of one molecule with the formula C4H4 at a distorted geometry, from the OMol25 dataset.

Structure (XYZ):
```
8
Properties=species:S:1:pos:R:3:forces:R:3
C 0.502 -1.746 0.669 -1.2 1.8 -0.7
C 0.035 -0.755 0.152 1.6 2.7 -3.7
C -0.012 0.538 -0.790 -2.3 -1.5 4.3
C -0.459 1.598 -0.045 2.8 -0.6 -0.5
H 0.303 -2.511 1.305 0.3 -2.2 1.5
H 0.007 0.433 -1.879 0.1 0.1 0.6
H -0.425 2.601 -0.383 -0.6 0.8 -1.2
H -0.279 1.666 1.037 -0.7 -1.0 -0.3
```
Forces are in eV/Å.

Its spin multiplicity is 1. Its structure (SMILES) is C#CC=C. The HOMO-LUMO gap comes out at 10.26 eV.

Listed below, in e, are the Löwdin charges computed for each atom:
1 C 0.072
2 C -0.112
3 C -0.114
4 C -0.021
5 H -0.013
6 H 0.087
7 H 0.032
8 H 0.069



6.
The following is a quantum chemistry calculation of C36H37BrN2O3PdSSi as an isolated structure at a distorted geometry, from the OMol25 dataset.

Structure (XYZ):
```
82
Properties=species:S:1:pos:R:3:forces:R:3
Pd 0.977 1.164 -0.713 -1.4 -0.2 0.3
Br 7.534 -1.382 -1.297 -0.2 0.1 0.0
C 5.991 -0.349 -1.439 0.4 -0.2 -0.2
C 5.634 0.186 -2.703 0.0 0.0 0.0
C 4.517 0.946 -2.822 0.2 0.0 -0.1
C 3.672 1.220 -1.688 -0.1 0.3 0.2
O 2.654 1.944 -1.837 0.5 -0.1 -0.4
C 4.065 0.653 -0.387 0.2 -0.3 -0.3
C 3.365 0.968 0.832 -0.4 0.5 0.4
N 2.260 1.639 0.846 1.1 -0.5 0.1
C 1.725 2.257 1.965 -0.1 0.2 0.5
C 2.444 2.578 3.099 -0.1 -0.2 -0.3
C 1.812 3.211 4.179 -0.1 0.1 0.1
C 0.479 3.519 4.125 0.1 0.0 0.0
C -0.277 3.239 2.962 0.1 0.0 -0.1
C -1.656 3.522 2.845 0.0 0.0 0.0
C -2.308 3.216 1.685 0.0 0.1 0.2
C -1.585 2.657 0.621 0.1 0.0 -0.1
N -0.299 2.398 0.690 0.2 -0.2 -0.1
C 0.360 2.640 1.857 0.1 0.1 0.1
C 5.219 -0.108 -0.309 -0.4 0.2 0.2
H 6.260 -0.011 -3.562 0.0 0.0 0.0
H 4.225 1.370 -3.773 0.0 0.0 0.0
H 3.825 0.664 1.774 0.2 0.1 0.0
H 3.503 2.363 3.146 0.0 0.0 0.0
H 2.389 3.461 5.058 0.0 0.0 0.0
H -0.010 3.998 4.964 0.0 0.0 0.0
H -2.182 3.969 3.678 0.0 0.0 0.0
H -3.367 3.401 1.573 0.0 0.0 0.0
H -2.081 2.417 -0.311 0.0 0.0 0.0
H 5.530 -0.507 0.649 0.0 0.0 0.0
C 0.942 -3.351 -0.634 -0.2 0.1 0.0
C 0.444 -3.163 0.775 0.6 -0.4 0.1
C 1.414 -2.459 1.691 -0.2 0.1 0.0
C -0.255 -4.346 1.380 -0.2 0.1 0.0
Si -1.142 -1.593 0.533 -0.5 0.4 0.0
O -0.358 -0.349 0.005 0.4 0.0 0.0
C -2.196 -2.453 -0.736 0.2 0.1 0.3
C -1.963 -2.097 -2.068 0.0 0.0 -0.1
C -2.690 -2.686 -3.091 0.0 0.0 0.0
C -3.654 -3.643 -2.797 0.0 0.0 0.0
C -3.887 -4.011 -1.480 0.0 0.0 0.0
C -3.160 -3.424 -0.454 -0.1 0.0 -0.1
C -1.701 -1.375 2.298 0.0 -0.2 -0.3
C -1.104 -0.337 3.018 0.0 0.0 0.1
C -1.486 -0.065 4.322 0.0 0.0 0.0
C -2.477 -0.829 4.926 0.0 0.0 0.0
C -3.078 -1.865 4.226 0.0 0.0 0.0
C -2.689 -2.141 2.923 0.0 0.0 0.1
H 1.815 -4.014 -0.591 0.0 0.0 0.0
H 1.257 -2.408 -1.083 0.0 0.0 0.0
H 0.200 -3.819 -1.278 0.0 0.0 0.0
H 2.296 -3.102 1.796 0.0 0.0 0.0
H 0.999 -2.292 2.684 0.0 0.0 0.0
H 1.736 -1.505 1.270 0.0 0.0 0.0
H 0.502 -5.118 1.567 0.0 0.0 0.0
H -0.996 -4.775 0.707 0.0 0.0 0.0
H -0.717 -4.110 2.338 0.0 0.0 0.0
H -1.190 -1.373 -2.297 0.0 0.0 0.0
H -2.500 -2.410 -4.120 0.0 0.0 0.0
H -4.217 -4.107 -3.595 0.0 0.0 0.0
H -4.633 -4.759 -1.250 0.0 0.0 0.0
H -3.361 -3.728 0.564 0.0 0.0 0.0
H -0.331 0.258 2.546 0.0 0.0 0.0
H -1.009 0.739 4.869 0.0 0.0 0.0
H -2.778 -0.621 5.945 0.0 0.0 0.0
H -3.850 -2.460 4.694 0.0 0.0 0.0
H -3.169 -2.956 2.400 0.0 0.0 0.0
O 0.111 0.676 -2.631 -0.1 0.1 -0.1
S -1.136 1.560 -2.749 -0.1 0.1 -0.5
C -1.710 1.325 -4.458 -0.1 0.0 0.1
C -1.935 2.721 -5.018 0.1 0.1 0.0
C -0.730 3.547 -4.573 -0.1 0.0 0.0
C -0.540 3.262 -3.083 -0.1 -0.1 -0.1
H -2.599 0.696 -4.451 0.0 0.0 0.0
H -0.886 0.802 -4.947 0.0 0.0 0.0
H -2.855 3.146 -4.609 0.0 0.0 0.0
H -2.039 2.692 -6.102 0.0 0.0 0.0
H -0.888 4.610 -4.744 0.1 0.0 0.0
H 0.158 3.246 -5.130 0.0 0.0 0.0
H -1.135 3.931 -2.459 0.0 0.0 0.0
H 0.498 3.292 -2.753 0.0 0.0 0.1
```
Forces are in eV/Å.

Its spin multiplicity is 5. The net charge is +2. The HOMO-LUMO gap (spin up / spin down) comes out at 7.42 / 5.62 eV.

Listed below, in e, are the Löwdin charges computed for each atom:
1 Pd 1.112
2 Br 0.911
3 C -0.644
4 C -0.071
5 C 0.051
6 C -0.308
7 O -0.042
8 C -0.099
9 C -0.050
10 N -0.001
11 C -0.194
12 C 0.026
13 C -0.032
14 C 0.005
15 C -0.146
16 C 0.029
17 C -0.007
18 C -0.095
19 N 0.053
20 C -0.168
21 C -0.056
22 H 0.122
23 H 0.139
24 H 0.144
25 H 0.121
26 H 0.123
27 H 0.131
28 H 0.136
29 H 0.123
30 H 0.089
31 H 0.123
32 C -0.055
33 C -0.448
34 C -0.062
35 C -0.046
36 Si 0.587
37 O -0.367
38 C -0.233
39 C -0.100
40 C -0.065
41 C -0.054
42 C -0.056
43 C -0.085
44 C -0.228
45 C -0.099
46 C -0.065
47 C -0.055
48 C -0.056
49 C -0.079
50 H 0.111
51 H 0.083
52 H 0.090
53 H 0.111
54 H 0.090
55 H 0.062
56 H 0.117
57 H 0.087
58 H 0.087
59 H 0.072
60 H 0.108
61 H 0.115
62 H 0.115
63 H 0.088
64 H 0.081
65 H 0.103
66 H 0.115
67 H 0.116
68 H 0.089
69 O -0.627
70 S 0.966
71 C -0.292
72 C -0.220
73 C -0.210
74 C -0.294
75 H 0.095
76 H 0.109
77 H 0.123
78 H 0.128
79 H 0.124
80 H 0.123
81 H 0.093
82 H 0.079



| no. | DFT total energy (a.u.) |
| --- | --- |
| 1 | -3497.1232 |
| 2 | -1716.5010 |
| 3 | -818.6230 |
| 4 | -3144.0357 |
| 5 | -154.6698 |
| 6 | -5118.2807 |